# C36H37BeF3P2

C36H37BeF3P2 as an isolated structure (ωB97M-V/def2-TZVPD, OMol25).

Results
Kohn-Sham gap (alpha / beta) = 6.78 / 6.72 eV
HOMO level (alpha / beta) = -7.54 / -7.49 eV
Charge = 0
Largest force on an atom = 3.89 eV Å⁻¹

Geometry (Å):
Be 1.9929 -0.5595 2.3021
C -2.7200 -0.1749 5.0199
C -3.7975 0.0231 4.2426
C -4.2017 1.2817 3.4978
C -3.3351 1.6373 2.2164
C -2.0785 2.3737 2.6587
C -1.4285 2.1269 3.8120
C -1.8751 2.2543 5.2450
C -1.8205 0.8181 5.7448
C 3.2148 -0.1814 1.2120
H -2.4399 -1.2114 5.2269
H -4.4684 -0.8420 4.0491
H -4.2730 2.1687 4.1722
H -5.2074 1.1155 3.0804
H -3.0279 0.7163 1.6891
H -3.9155 2.2625 1.4976
H -1.8959 3.2741 2.0456
H -0.4382 1.6136 3.6986
H -2.8866 2.6572 5.4237
H -1.1564 2.9038 5.7819
H -0.7720 0.5252 5.6404
H -2.0287 0.8161 6.8220
H 4.2280 -0.5970 1.3945
H 3.2992 0.9250 1.2212
H 2.8420 -0.5659 0.2416
P 0.1028 -1.9012 -1.4275
P 1.9115 0.7251 -1.8417
C -0.6413 -0.3482 -1.9038
C 0.1137 0.7476 -2.1752
C -0.3259 -2.9433 -2.9181
C -1.3282 -2.5977 -3.8408
C -1.6768 -3.4695 -4.8852
C -1.0012 -4.6827 -5.0480
C 0.0366 -5.0100 -4.1631
C 0.3753 -4.1517 -3.1141
C -1.1495 -2.5202 -0.1772
C -1.0046 -2.0762 1.1489
C -1.8890 -2.4906 2.1394
C -2.9470 -3.3618 1.8288
C -3.1320 -3.7727 0.5030
C -2.2560 -3.3264 -0.4985
C 2.5760 1.0244 -3.5574
C 2.2198 0.1108 -4.5765
C 2.6459 0.3222 -5.8921
C 3.3992 1.4628 -6.2233
C 3.6966 2.4009 -5.2285
C 3.2707 2.1933 -3.9108
C 2.2114 2.3643 -1.1099
C 3.4345 2.5606 -0.4355
C 3.6490 3.6720 0.3766
C 2.6588 4.6656 0.4450
C 1.4682 4.5285 -0.2914
C 1.2327 3.3665 -1.0415
H -1.7221 -0.3375 -2.0150
H -0.2894 1.6457 -2.6588
H -1.8624 -1.6512 -3.7574
H -2.4923 -3.2099 -5.5670
H -1.2849 -5.3822 -5.8416
H 0.5783 -5.9496 -4.2809
H 1.1742 -4.4225 -2.4230
H -0.2047 -1.3735 1.4045
H -1.7634 -2.1117 3.1585
H -3.6424 -3.6935 2.6054
H -3.9730 -4.4241 0.2443
H -2.4636 -3.5949 -1.5374
H 1.5747 -0.7444 -4.3562
H 2.3680 -0.3835 -6.6806
H 3.7098 1.6415 -7.2611
H 4.2274 3.3210 -5.4868
H 3.4456 2.9716 -3.1658
H 4.1767 1.7661 -0.4585
H 4.5573 3.7338 0.9901
H 2.8177 5.5401 1.0860
H 0.7096 5.3262 -0.2599
H 0.2759 3.2437 -1.5466
F 2.9948 -2.3432 4.0464
C 2.5756 -1.0290 4.0252
F 1.4859 -0.9899 4.8935
F 3.5657 -0.4028 4.7251


# C36H37Br2F4N4OS2SiTi

C36H37Br2F4N4OS2SiTi as an isolated structure (ωB97M-V/def2-TZVPD, OMol25).

Results
Kohn-Sham gap = 6.57 eV
HOMO level = -4.47 eV
Charge = -1
Largest force on an atom = 2.10 eV Å⁻¹

Geometry (Å):
Ti 0.3566 -0.3582 0.3524
C -4.9457 -1.0014 -1.0473
C -4.3006 0.1684 -0.3145
N -3.3036 -0.1863 0.6993
C -3.7765 -1.1832 1.6533
C -5.0303 -0.8153 2.4574
C -2.8489 1.0498 1.2953
C -1.7256 1.0243 2.3290
N -0.3108 0.7974 1.9392
C 0.5382 1.0574 2.9626
C 1.9299 0.9523 2.7672
F 2.3309 0.4829 1.5661
C 2.8977 1.3114 3.6675
F 4.1877 1.2095 3.3077
C 2.5679 1.7860 4.9215
C 1.2171 1.8412 5.1944
F 0.8271 2.2651 6.4116
C 0.2390 1.4853 4.2878
F -1.0293 1.5601 4.7579
H -5.5011 -0.6190 -1.9054
H -5.6357 -1.5607 -0.4132
H -4.1817 -1.6801 -1.4123
H -5.0978 0.7885 0.1373
H -3.7818 0.7851 -1.0506
H -2.9582 -1.3897 2.3404
H -3.9508 -2.1067 1.0972
H -4.9140 0.1520 2.9488
H -5.1914 -1.5670 3.2309
H -5.9206 -0.7769 1.8272
H -3.6955 1.5428 1.8109
H -2.5453 1.6962 0.4739
H -1.9890 0.3130 3.1167
H -1.7652 2.0299 2.7583
H 3.3111 2.0724 5.6477
Br 2.7695 -4.2599 0.2207
C 3.5490 -2.8076 -0.7029
C 4.7090 -3.0483 -1.4459
C 5.3068 -2.0336 -2.1329
Br 6.8565 -2.4320 -3.1733
C 4.8207 -0.7135 -2.0586
C 5.4082 0.3976 -2.7001
C 4.9059 1.6472 -2.4753
C 3.8130 1.7893 -1.6025
N 3.1973 0.7777 -1.0508
C 3.6670 -0.4685 -1.2620
C 2.9533 -1.5535 -0.6240
O 1.8145 -1.3535 -0.0150
H 5.1181 -4.0477 -1.4739
H 6.2623 0.2471 -3.3460
H 5.3435 2.5159 -2.9481
H 3.4364 2.7754 -1.3524
S -0.0399 -2.0089 2.1587
C -0.3384 -3.4930 1.2873
C -0.3345 -4.7069 1.9792
C -0.5244 -5.9091 1.3216
C -0.7373 -5.9152 -0.0524
C -0.7754 -4.7193 -0.7456
C -0.5888 -3.4976 -0.0946
S -0.7037 -2.0218 -1.0367
H -0.1630 -4.6893 3.0485
H -0.4908 -6.8405 1.8738
H -0.8718 -6.8486 -0.5852
H -0.9449 -4.7073 -1.8157
C 0.6706 3.8324 -2.1484
Si 0.1300 2.8899 -0.5765
C 1.3778 3.3782 0.7628
C -1.4606 3.8303 -0.0648
N 0.0305 1.1889 -0.8928
C -0.2508 0.8460 -2.2305
C -1.3134 1.4162 -2.9483
C -1.5719 1.0810 -4.2666
C -0.7799 0.1549 -4.9265
C 0.2882 -0.4104 -4.2465
C 0.5510 -0.0677 -2.9322
H 0.8222 4.8889 -1.9169
H -0.0824 3.7670 -2.9333
H 1.6003 3.4368 -2.5620
H 1.7340 4.3938 0.5768
H 2.2450 2.7195 0.7821
H 0.9169 3.3702 1.7508
H -1.2932 4.9028 -0.1877
H -1.7121 3.6573 0.9835
H -2.3336 3.5683 -0.6658
H -1.9398 2.1468 -2.4492
H -2.4025 1.5511 -4.7801
H -0.9812 -0.1124 -5.9559
H 0.9284 -1.1285 -4.7448
H 1.4047 -0.5022 -2.4392


# C36H37BrN4O4S3SiV

C36H37BrN4O4S3SiV as an isolated structure (ωB97M-V/def2-TZVPD, OMol25).

Results
Multiplicity = 3
Kohn-Sham gap (alpha / beta) = 7.08 / 7.38 eV
HOMO level (alpha / beta) = -9.95 / -9.97 eV
Charge = +1
Largest force on an atom = 3.97 eV Å⁻¹

Geometry (Å):
V 0.1982 -0.2022 1.2781
O 4.0534 -0.0796 -1.2753
C 4.3150 1.1958 -1.1511
C 5.5551 1.6348 -1.5427
C 5.8355 2.9525 -1.3684
C 4.8197 3.8634 -1.1163
C 3.5630 3.3972 -0.7226
C 3.3202 2.0399 -0.6647
C 2.1498 1.5495 0.0877
O 1.9724 0.2806 0.4562
N 1.2348 2.4501 0.2985
N 0.2344 2.0168 1.1078
C -0.5113 2.9327 1.6423
S -1.7955 2.6626 2.8252
C -1.9367 4.4024 3.1822
C -1.6028 5.2720 1.9931
S -0.1462 4.5586 1.1690
H 3.1924 -0.2322 -0.8528
H 6.2829 0.9053 -1.8552
H 6.8856 3.2752 -1.5210
H 5.1507 4.8916 -1.0772
H 2.7800 4.0525 -0.4600
H -1.3240 4.7864 4.0133
H -2.9877 4.5483 3.4892
H -1.2912 6.2910 2.2480
H -2.3950 5.3953 1.2099
O -2.0272 -1.8455 6.0933
C -1.0979 -1.4909 5.1141
C 0.1924 -1.8342 5.2671
C 1.0433 -1.4395 4.2559
N 0.5428 -0.8370 3.1450
C -0.7116 -0.4436 3.0985
Br -2.0507 -0.3930 -0.5188
C -1.5821 -0.7120 4.0717
H -1.6020 -2.5533 6.6217
H 0.5990 -2.3902 6.1488
H 2.0884 -1.7145 4.1573
H -2.6513 -0.5589 4.0704
O 0.4780 -2.1871 0.8912
S 0.9196 -2.8008 -0.4135
C 2.5763 -3.3830 -0.2227
C 3.4741 -3.0678 -1.1859
C 4.8584 -3.3261 -1.0616
C 5.1429 -3.9387 0.1218
C 4.2462 -4.3691 1.0520
C 2.9020 -4.0469 0.9433
C 0.0574 -4.3568 -0.6245
C 0.4334 -5.2524 -1.5982
C -0.4869 -6.2569 -1.8723
C -1.6510 -6.3956 -1.1662
C -1.9221 -5.6097 0.0111
C -1.0267 -4.5701 0.2680
H 3.2302 -2.5599 -2.0794
H 5.6057 -2.9491 -1.7667
H 6.1936 -4.1997 0.3067
H 4.5687 -4.8615 1.9003
H 2.1106 -4.4537 1.6022
H 1.4355 -5.1619 -2.0648
H -0.2816 -6.9134 -2.6756
H -2.3198 -7.2479 -1.3713
H -2.8136 -5.8285 0.6267
H -1.1933 -3.8663 1.0699
C 0.2390 1.3023 -2.6216
Si -1.5661 1.5618 -2.8983
C -2.1443 3.2669 -3.2895
C -2.3142 0.2230 -3.9946
N -2.2970 1.3774 -1.2095
C -3.6084 1.8154 -1.0239
C -3.8360 2.9582 -0.2689
C -5.1009 3.4894 -0.1141
C -6.1551 2.8480 -0.7193
C -5.9605 1.7654 -1.5015
C -4.6913 1.2187 -1.6420
H 0.7481 1.2102 -3.6514
H 0.4952 0.4087 -2.0246
H 0.6272 2.1233 -2.1301
H -1.6386 4.0290 -2.5914
H -3.2522 3.3044 -3.0302
H -2.1752 3.6733 -4.3307
H -1.7909 0.1901 -4.9919
H -3.3867 0.5237 -4.0962
H -2.3097 -0.8176 -3.5147
H -3.0339 3.4028 0.3800
H -5.2206 4.3453 0.5402
H -7.1722 3.1944 -0.6153
H -6.7716 1.2632 -2.1177
H -4.5176 0.2975 -2.1513


# C36H37NP2SV

C36H37NP2SV as an isolated structure (ωB97M-V/def2-TZVPD, OMol25).

Results
Multiplicity = 2
Kohn-Sham gap (alpha / beta) = 5.19 / 6.88 eV
HOMO level (alpha / beta) = -12.04 / -13.72 eV
Charge = +2
Largest force on an atom = 5.04 eV Å⁻¹

Geometry (Å):
V -1.3011 0.7228 -1.8526
C -2.5002 0.8638 -3.3185
C -2.2979 -0.5468 -2.8858
C -1.3395 -1.4271 -3.6357
C 0.0958 -0.8449 -3.6665
C 0.3738 0.0895 -2.5158
C 0.2279 1.5671 -2.6286
C -0.3280 2.1790 -3.8692
C -1.6637 1.5333 -4.3654
C 1.9531 -0.0251 3.5194
H -3.5258 1.2371 -3.2356
H -3.1784 -1.0704 -2.5013
H -1.7046 -1.6130 -4.6605
H -1.3033 -2.4329 -3.1829
H 0.7955 -1.6943 -3.5975
H 0.3217 -0.3959 -4.6458
H 1.1812 -0.2561 -1.8644
H 0.9842 2.1516 -2.0947
H 0.4136 2.1295 -4.6862
H -0.4875 3.2605 -3.7248
H -2.2666 2.3532 -4.7943
H -1.4610 0.8633 -5.2166
H 1.2171 0.7502 3.7730
H 2.8937 0.1602 4.0558
H 1.5457 -0.9980 3.8202
P -1.6336 -0.3372 1.7978
P 2.2793 -0.0477 1.7647
C -0.2948 -0.5402 0.6021
C 1.0320 -0.8476 0.7886
C -2.5544 -1.9003 1.7781
C -2.9243 -2.4633 0.5432
C -3.5871 -3.6890 0.4995
C -3.8844 -4.3699 1.6881
C -3.5074 -3.8203 2.9179
C -2.8290 -2.6047 2.9675
C -2.5844 0.7402 0.6433
C -1.9347 1.8306 -0.0654
C -2.7194 2.6512 -0.9524
C -4.1197 2.5575 -0.8957
C -4.7314 1.5695 -0.1337
C -3.9813 0.6697 0.6367
C 3.7579 -1.0693 1.5440
C 3.6151 -2.4605 1.6945
C 4.7332 -3.2903 1.5925
C 5.9917 -2.7395 1.3270
C 6.1368 -1.3539 1.1907
C 5.0255 -0.5145 1.3156
C 2.6703 1.6105 1.1788
C 2.4243 2.7334 1.9893
C 2.7400 4.0113 1.5216
C 3.2489 4.1872 0.2347
C 3.4503 3.0763 -0.5962
C 3.1567 1.7909 -0.1288
H -0.7634 -0.8177 -0.4122
H 1.4397 -1.6893 0.2087
H -2.6883 -1.9457 -0.3932
H -3.8636 -4.1197 -0.4651
H -4.3926 -5.3335 1.6519
H -3.7288 -4.3468 3.8468
H -2.5040 -2.1925 3.9192
H -0.9122 2.1450 0.1909
H -2.2500 3.5085 -1.4481
H -4.7418 3.2625 -1.4540
H -5.8162 1.4956 -0.1090
H -4.5070 -0.0734 1.2401
H 2.6281 -2.8828 1.8971
H 4.6179 -4.3672 1.7281
H 6.8622 -3.3899 1.2378
H 7.1181 -0.9204 0.9949
H 5.1407 0.5687 1.2376
H 1.9858 2.6057 2.9795
H 2.5752 4.8729 2.1725
H 3.4808 5.1879 -0.1323
H 3.8359 3.2057 -1.6052
H 3.3041 0.9294 -0.7844
S -1.2088 1.0192 3.4263
C -1.5149 -0.0036 4.7231
N -1.7189 -0.6553 5.6792


# C36H38BrN7O8W

C36H38BrN7O8W as an isolated structure (ωB97M-V/def2-TZVPD, OMol25).

Results
Multiplicity = 3
Kohn-Sham gap (alpha / beta) = 5.02 / 6.91 eV
HOMO level (alpha / beta) = -11.58 / -13.37 eV
Charge = +2
Largest force on an atom = 1.45 eV Å⁻¹

Geometry (Å):
W -0.0540 0.3419 1.2128
C 6.5579 -1.0771 -0.9125
C 5.1801 -0.5252 -0.6380
C 4.3729 -0.0673 -1.6825
C 3.1103 0.5059 -1.4555
C 2.3086 1.1883 -2.4252
N 2.2509 0.8776 -3.7647
C 1.8079 -0.4495 -4.2151
C 0.3894 -0.7900 -3.7238
C -0.6729 0.2359 -4.1713
N -1.1712 0.9931 -3.0064
C -2.3556 1.4430 -2.7826
C -2.7234 2.1453 -1.5817
C -3.9472 2.8297 -1.5087
C -4.3245 3.5649 -0.3988
C -5.6592 4.2605 -0.3187
C -3.4128 3.6466 0.6532
C -2.2153 2.9355 0.6550
C -1.2305 3.1019 1.6959
N -0.2126 2.3450 1.9218
C 0.8474 2.9154 2.7815
C 0.9817 2.2060 4.1176
C 1.3839 0.7215 3.9807
N 1.6651 0.3852 2.5777
C 2.8885 0.1505 2.2624
C 3.4171 0.0221 0.9283
C 4.7126 -0.4389 0.6683
C 2.6356 0.4526 -0.1313
O 1.3777 0.8123 0.0777
C -1.8840 2.1326 -0.4508
O -0.8116 1.4126 -0.4527
H 6.8438 -0.9313 -1.9522
H 6.6041 -2.1468 -0.6967
H 7.3030 -0.5875 -0.2854
H 4.7530 -0.0873 -2.6991
H 1.7560 2.0573 -2.0843
H 1.9148 1.6289 -4.3442
H 2.4950 -1.2144 -3.8528
H 1.8565 -0.4551 -5.3032
H 0.4172 -0.8010 -2.6318
H 0.1134 -1.7967 -4.0397
H -1.5160 -0.2221 -4.6819
H -0.2251 0.9517 -4.8617
H -0.5112 1.1085 -2.2320
H -3.0931 1.3162 -3.5726
H -4.6112 2.7886 -2.3691
H -6.1787 4.2417 -1.2754
H -5.5446 5.3014 -0.0139
H -6.2969 3.7681 0.4177
H -3.6473 4.2765 1.5079
H -1.2995 4.0172 2.2825
H 0.6409 3.9702 2.9393
H 1.7748 2.8528 2.2185
H 0.0402 2.2874 4.6611
H 1.7334 2.7417 4.6964
H 0.5870 0.0798 4.3303
H 2.2662 0.5120 4.5811
H 3.6072 0.1021 3.0796
H 5.3499 -0.7461 1.4932
O -4.9503 -2.3511 4.1060
C -4.0195 -1.8384 3.5808
C -4.0639 -0.7130 2.5029
O -5.0273 -0.2519 1.9579
C -2.6480 -0.4091 2.2945
C -1.8102 -1.1865 3.0009
O -0.5412 -0.9863 2.7724
C -2.5173 -2.1723 3.8373
O -2.0683 -3.0499 4.5151
O -2.0378 0.4179 1.4731
Br -5.0899 -1.2572 -2.0065
C -3.3808 -1.9048 -1.5600
C -2.9361 -3.1403 -1.9868
C -1.6381 -3.4916 -1.6529
C -0.8583 -2.6167 -0.9158
N -1.3024 -1.4388 -0.4640
C -2.5538 -1.1069 -0.7910
H -3.5745 -3.8006 -2.5586
H -1.2252 -4.4409 -1.9686
H 0.1663 -2.8576 -0.6945
H -2.9332 -0.1620 -0.4329
C 2.7207 -3.3712 -0.6459
N 2.3700 -3.5182 0.7593
C 1.5966 -2.6546 1.4434
N 1.3867 -2.8946 2.7501
O 1.1075 -1.6624 0.8558
H 3.7941 -3.4895 -0.7747
H 2.4429 -2.3741 -0.9743
H 2.2096 -4.1135 -1.2596
H 2.6996 -4.3397 1.2378
H 1.6795 -3.7555 3.1793
H 0.6568 -2.3602 3.1954


Q: Which of these has the lowest charge?
A: C36H37Br2F4N4OS2SiTi